ORCA calculation (ωB97M-V/def2-TZVPD) on a cluster of 13 separate species, C59H136B6F24N7O5 in total at a distorted geometry.

DFT total energy = -5636.02200 a.u.
charge = +1
orbital gap = 8.026 eV
LUMO level = -3.03 eV
multiplicity = 1
HOMO level = -11.1 eV

Each atom is followed by the atoms it is bonded to, with distances in Å.
Atoms and positions in Å:
1 C 1.102 1.194 -4.742  O2 1.442, H12 1.075, H13 1.068, H14 1.083
2 O 1.205 1.477 -6.152  C1 1.442, C3 1.398
3 C 0.023 1.091 -6.793  O2 1.398, C4 1.505, H15 1.123, H16 1.089
4 C 0.303 1.103 -8.272  C3 1.505, N5 1.496, H17 1.093, H18 1.089
5 N 1.617 0.414 -8.459  C4 1.496, H6 1.037, H7 1.019, C8 1.515
6 H 1.811 -0.169 -7.624  N5 1.037
7 H 1.521 -0.125 -9.318  N5 1.019
8 C 2.836 1.293 -8.649  N5 1.515, C9 1.485, H19 1.087, H20 1.074
9 C 3.679 0.625 -9.674  C8 1.485, O10 1.419, H21 1.101, H22 1.092
10 O 2.847 0.591 -10.823  C9 1.419, C11 1.402
11 C 3.491 0.065 -11.951  O10 1.402, H23 1.105, H24 1.070, H25 1.103
12 H 0.159 1.646 -4.489  C1 1.075
13 H 1.964 1.580 -4.242  C1 1.068
14 H 0.987 0.148 -4.484  C1 1.083
15 H -0.816 1.771 -6.484  C3 1.123
16 H -0.298 0.094 -6.496  C3 1.089
17 H 0.341 2.121 -8.668  C4 1.093
18 H -0.413 0.505 -8.833  C4 1.089
19 H 3.410 1.352 -7.728  C8 1.087
20 H 2.502 2.246 -9.015  C8 1.074
21 H 4.069 -0.359 -9.371  C9 1.101
22 H 4.568 1.256 -9.742  C9 1.092
23 H 4.563 0.331 -11.964  C11 1.105
24 H 2.913 0.232 -12.836  C11 1.070
25 H 3.324 -1.019 -11.828  C11 1.103
26 C -0.603 0.530 2.650  O27 1.476, H37 1.104, H38 1.133, H39 1.069
27 O -1.813 0.007 1.986  C26 1.476, C28 1.467
28 C -1.424 -0.838 0.851  O27 1.467, C29 1.521, H40 1.088, H41 1.096
29 C -2.488 -0.653 -0.220  C28 1.521, N30 1.474, H42 1.100, H43 1.093
30 N -2.544 0.703 -0.794  C29 1.474, H31 1.021, H32 0.996, C33 1.482
31 H -3.488 0.812 -1.166  N30 1.021
32 H -2.530 1.350 -0.036  N30 0.996
33 C -1.471 1.012 -1.769  N30 1.482, C34 1.511, H44 1.110, H45 1.075
34 C -1.682 2.435 -2.231  C33 1.511, O35 1.380, H46 1.093, H47 1.088
35 O -2.853 2.573 -2.948  C34 1.380, C36 1.488
36 C -3.294 3.992 -2.858  O35 1.488, H48 1.077, H49 1.077, H50 1.091
37 H -0.084 1.147 1.896  C26 1.104
38 H 0.153 -0.243 2.985  C26 1.133
39 H -1.024 1.119 3.437  C26 1.069
40 H -1.367 -1.881 1.156  C28 1.088
41 H -0.450 -0.554 0.437  C28 1.096
42 H -3.446 -0.853 0.283  C29 1.100
43 H -2.306 -1.315 -1.070  C29 1.093
44 H -1.386 0.282 -2.600  C33 1.110
45 H -0.585 0.940 -1.163  C33 1.075
46 H -0.825 2.684 -2.863  C34 1.093
47 H -1.667 3.129 -1.393  C34 1.088
48 H -4.329 3.911 -3.146  C36 1.077
49 H -2.711 4.611 -3.520  C36 1.077
50 H -3.185 4.247 -1.804  C36 1.091
51 C -2.742 3.904 5.494  C52 1.505, H63 1.095, H64 1.077, H65 1.090
52 C -1.309 4.157 5.875  C51 1.505, C53 1.603, H66 1.081, H67 1.114
53 C -0.448 5.087 4.894  C52 1.603, C54 1.545, H68 1.099, H69 1.106
54 C -0.189 4.277 3.604  C53 1.545, N55 1.555, H70 1.087, H71 1.080
55 N 0.908 4.769 2.618  C54 1.555, C56 1.475, C59 1.613, C60 1.478
56 C 1.144 3.831 1.505  N55 1.475, C57 1.547, H72 1.076, H73 1.104
57 C 2.539 3.183 1.679  C56 1.547, C58 1.520, H74 1.082, H75 1.094
58 C 3.337 4.215 2.459  C57 1.520, C59 1.535, H76 1.095, H77 1.059
59 C 2.320 4.892 3.388  N55 1.613, C58 1.535, H78 1.092, H79 1.097
60 C 0.469 6.115 2.192  N55 1.478, C61 1.535, H80 1.112, H81 1.128
61 C -0.847 6.300 1.424  C60 1.535, C62 1.551, H82 1.134, H83 1.091
62 C -1.161 7.815 1.315  C61 1.551, H84 1.064, H85 1.080, H86 1.070
63 H -3.226 4.669 4.877  C51 1.095
64 H -3.341 3.816 6.384  C51 1.077
65 H -2.788 2.935 4.999  C51 1.090
66 H -0.781 3.232 6.062  C52 1.081
67 H -1.169 4.643 6.868  C52 1.114
68 H 0.537 5.291 5.338  C53 1.099
69 H -0.950 6.041 4.647  C53 1.106
70 H -1.146 4.272 3.089  C54 1.087
71 H 0.072 3.240 3.757  C54 1.080
72 H 1.091 4.332 0.554  C56 1.076
73 H 0.342 3.073 1.482  C56 1.104
74 H 2.899 2.967 0.682  C57 1.082
75 H 2.451 2.209 2.167  C57 1.094
76 H 3.699 5.026 1.818  C58 1.095
77 H 4.136 3.705 2.932  C58 1.059
78 H 2.515 5.947 3.598  C59 1.092
79 H 2.167 4.351 4.331  C59 1.097
80 H 1.320 6.440 1.553  C60 1.112
81 H 0.312 6.704 3.141  C60 1.128
82 H -1.711 5.897 2.039  C61 1.134
83 H -0.831 5.788 0.461  C61 1.091
84 H -2.114 7.871 0.843  C62 1.064
85 H -0.448 8.263 0.638  C62 1.080
86 H -1.208 8.176 2.321  C62 1.070
87 C 9.710 -2.307 3.793  C88 1.548, H99 1.089, H100 1.096, H101 1.087
88 C 8.313 -2.831 4.200  C87 1.548, C89 1.516, H102 1.086, H103 1.081
89 C 7.224 -1.789 4.039  C88 1.516, C90 1.544, H104 1.097, H105 1.102
90 C 5.885 -2.366 4.548  C89 1.544, N91 1.484, H106 1.086, H107 1.083
91 N 4.697 -1.482 4.452  C90 1.484, C92 1.528, C95 1.520, C96 1.519
92 C 3.454 -2.202 4.974  N91 1.528, C93 1.498, H108 1.093, H109 1.102
93 C 2.294 -1.465 4.378  C92 1.498, C94 1.558, H110 1.079, H111 1.070
94 C 2.767 -0.948 2.986  C93 1.558, C95 1.513, H112 1.096, H113 1.093
95 C 4.257 -1.207 3.024  N91 1.520, C94 1.513, H114 1.101, H115 1.083
96 C 4.827 -0.163 5.197  N91 1.519, C97 1.496, H116 1.103, H117 1.101
97 C 5.310 -0.270 6.608  C96 1.496, C98 1.554, H118 1.086, H119 1.108
98 C 5.678 1.199 6.959  C97 1.554, H120 1.116, H121 1.100, H122 1.080
99 H 10.067 -1.584 4.524  C87 1.089
100 H 9.581 -1.847 2.806  C87 1.096
101 H 10.493 -3.061 3.758  C87 1.087
102 H 8.278 -3.268 5.194  C88 1.086
103 H 8.089 -3.744 3.665  C88 1.081
104 H 7.044 -1.459 3.009  C89 1.097
105 H 7.490 -0.879 4.600  C89 1.102
106 H 6.045 -2.723 5.561  C90 1.086
107 H 5.681 -3.182 3.866  C90 1.083
108 H 3.452 -2.139 6.065  C92 1.093
109 H 3.539 -3.261 4.677  C92 1.102
110 H 2.045 -0.614 4.994  C93 1.079
111 H 1.435 -2.101 4.324  C93 1.070
112 H 2.569 0.128 2.914  C94 1.096
113 H 2.268 -1.471 2.165  C94 1.093
114 H 4.832 -0.348 2.644  C95 1.101
115 H 4.478 -2.113 2.473  C95 1.083
116 H 3.813 0.271 5.200  C96 1.103
117 H 5.509 0.447 4.585  C96 1.101
118 H 6.161 -0.929 6.753  C97 1.086
119 H 4.482 -0.530 7.297  C97 1.108
120 H 4.802 1.886 6.875  C98 1.116
121 H 6.505 1.576 6.338  C98 1.100
122 H 6.085 1.349 7.948  C98 1.080
123 C -1.718 0.290 6.818  C124 1.545, H135 1.105, H136 1.065, H137 1.081
124 C -1.226 -0.941 6.025  C123 1.545, C125 1.578, H138 1.095, H139 1.100
125 C -2.148 -1.202 4.771  C124 1.578, C126 1.508, H140 1.094, H141 1.069
126 C -3.425 -1.912 5.148  C125 1.508, N127 1.551, H142 1.101, H143 1.081
127 N -4.442 -1.830 3.979  C126 1.551, C128 1.540, C131 1.544, C132 1.513
128 C -4.782 -0.391 3.549  N127 1.540, C129 1.534, H144 1.102, H145 1.078
129 C -6.259 -0.397 3.135  C128 1.534, C130 1.547, H146 1.104, H147 1.076
130 C -6.808 -1.820 3.398  C129 1.547, C131 1.526, H148 1.080, H149 1.098
131 C -5.826 -2.324 4.453  N127 1.544, C130 1.526, H150 1.065, H151 1.087
132 C -3.956 -2.525 2.726  N127 1.513, C133 1.528, H152 1.072, H153 1.105
133 C -3.771 -4.043 2.749  C132 1.528, C134 1.484, H154 1.101, H155 1.087
134 C -3.276 -4.478 1.420  C133 1.484, H156 1.125, H157 1.065, H158 1.080
135 H -2.804 0.242 7.014  C123 1.105
136 H -1.563 1.164 6.229  C123 1.065
137 H -1.136 0.336 7.727  C123 1.081
138 H -1.205 -1.826 6.669  C124 1.095
139 H -0.273 -0.863 5.482  C124 1.100
140 H -1.599 -1.886 4.118  C125 1.094
141 H -2.386 -0.258 4.327  C125 1.069
142 H -3.904 -1.482 6.041  C126 1.101
143 H -3.323 -2.952 5.422  C126 1.081
144 H -4.053 0.065 2.861  C128 1.102
145 H -4.710 0.155 4.476  C128 1.078
146 H -6.370 -0.140 2.067  C129 1.104
147 H -6.803 0.358 3.675  C129 1.076
148 H -6.682 -2.439 2.522  C130 1.080
149 H -7.793 -1.866 3.881  C130 1.098
150 H -5.778 -3.374 4.625  C131 1.065
151 H -5.948 -1.759 5.374  C131 1.087
152 H -3.006 -2.104 2.466  C132 1.072
153 H -4.689 -2.238 1.950  C132 1.105
154 H -4.769 -4.468 2.940  C133 1.101
155 H -3.039 -4.234 3.529  C133 1.087
156 H -2.961 -5.558 1.432  C134 1.125
157 H -2.402 -3.911 1.198  C134 1.065
158 H -3.949 -4.325 0.590  C134 1.080
159 C 4.401 -1.686 -5.117  C160 1.569, H171 1.057, H172 1.077, H173 1.062
160 C 4.477 -1.987 -3.579  C159 1.569, C161 1.561, H174 1.079, H175 1.087
161 C 3.559 -3.119 -3.018  C160 1.561, C162 1.507, H176 1.084, H177 1.073
162 C 2.151 -2.743 -3.398  C161 1.507, N163 1.524, H178 1.082, H179 1.087
163 N 0.985 -3.707 -3.218  C162 1.524, C164 1.512, C167 1.553, C168 1.545
164 C -0.291 -3.072 -3.724  N163 1.512, C165 1.510, H180 1.087, H181 1.094
165 C -1.362 -3.567 -2.783  C164 1.510, C166 1.548, H182 1.084, H183 1.092
166 C -0.670 -3.690 -1.405  C165 1.548, C167 1.521, H184 1.115, H185 1.088
167 C 0.779 -4.034 -1.714  N163 1.553, C166 1.521, H186 1.084, H187 1.123
168 C 1.262 -5.071 -3.889  N163 1.545, C169 1.535, H188 1.098, H189 1.114
169 C 0.024 -5.973 -3.987  C168 1.535, C170 1.538, H190 1.115, H191 1.086
170 C 0.392 -7.146 -4.910  C169 1.538, H192 1.066, H193 1.077, H194 1.077
171 H 4.520 -2.609 -5.618  C159 1.057
172 H 5.333 -1.251 -5.437  C159 1.077
173 H 3.516 -1.155 -5.370  C159 1.062
174 H 4.240 -1.046 -3.107  C160 1.079
175 H 5.487 -2.351 -3.412  C160 1.087
176 H 3.737 -3.267 -1.960  C161 1.084
177 H 3.825 -4.058 -3.465  C161 1.073
178 H 2.167 -2.577 -4.467  C162 1.082
179 H 1.882 -1.835 -2.864  C162 1.087
180 H -0.481 -3.347 -4.758  C164 1.087
181 H -0.130 -1.993 -3.644  C164 1.094
182 H -1.932 -4.439 -3.087  C165 1.084
183 H -2.133 -2.794 -2.807  C165 1.092
184 H -1.187 -4.379 -0.698  C166 1.115
185 H -0.701 -2.694 -0.970  C166 1.088
186 H 1.052 -5.073 -1.572  C167 1.084
187 H 1.542 -3.381 -1.211  C167 1.123
188 H 2.091 -5.591 -3.391  C168 1.098
189 H 1.487 -4.846 -4.957  C168 1.114
190 H -0.708 -5.348 -4.551  C169 1.115
191 H -0.445 -6.249 -3.047  C169 1.086
192 H -0.458 -7.783 -5.004  C170 1.066
193 H 1.155 -7.785 -4.496  C170 1.077
194 H 0.629 -6.637 -5.829  C170 1.077
195 C -4.593 0.627 -8.155  C196 1.512, H202 1.087, H203 1.133, H204 1.095
196 C -4.517 -0.076 -6.819  C195 1.512, O197 1.148, N198 1.491
197 O -4.078 -1.103 -6.553  C196 1.148
198 N -5.069 0.806 -5.752  C196 1.491, H199 1.043, H200 1.015, C201 1.534
199 H -4.812 1.816 -5.739  N198 1.043
200 H -6.065 0.914 -5.922  N198 1.015
201 C -4.916 0.187 -4.357  N198 1.534, H205 1.054, H206 1.077, H207 1.083
202 H -4.988 1.639 -8.130  C195 1.087
203 H -5.349 0.043 -8.764  C195 1.133
204 H -3.695 0.655 -8.781  C195 1.095
205 H -3.961 0.402 -3.964  C201 1.054
206 H -5.042 -0.879 -4.439  C201 1.077
207 H -5.665 0.708 -3.773  C201 1.083
208 B -2.930 3.625 0.952  F209 1.389, F210 1.330, F211 1.403, F212 1.411
209 F -2.958 3.803 2.329  B208 1.389
210 F -3.997 2.962 0.514  B208 1.330
211 F -2.881 4.879 0.326  B208 1.403
212 F -1.787 2.852 0.657  B208 1.411
213 B 0.372 -3.956 2.674  F214 1.390, F215 1.373, F216 1.390, F217 1.368
214 F -0.682 -4.532 3.374  B213 1.390
215 F 0.387 -4.422 1.383  B213 1.373
216 F 0.169 -2.583 2.600  B213 1.390
217 F 1.631 -4.160 3.170  B213 1.368
218 B -7.218 3.357 -4.863  F219 1.404, F220 1.375, F221 1.399, F222 1.498
219 F -8.480 2.808 -5.146  B218 1.404
220 F -7.062 4.718 -4.750  B218 1.375
221 F -6.617 2.705 -3.781  B218 1.399
222 F -6.410 3.047 -6.085  B218 1.498
223 B 2.007 2.072 5.588  F224 1.433, F225 1.346, F226 1.395, F227 1.392
224 F 2.367 1.139 6.615  B223 1.433
225 F 1.815 3.319 6.054  B223 1.346
226 F 2.979 2.097 4.588  B223 1.395
227 F 0.837 1.619 4.984  B223 1.392
228 B 1.909 0.189 -1.012  F229 1.326, F230 1.453, F231 1.400, F232 1.410
229 F 2.807 -0.537 -0.360  B228 1.326
230 F 0.781 -0.691 -1.265  B228 1.453
231 F 1.530 1.332 -0.298  B228 1.400
232 F 2.441 0.547 -2.267  B228 1.410
233 B -5.034 -1.887 -1.800  F234 1.395, F235 1.393, F236 1.388, F237 1.381
234 F -5.478 -1.917 -0.478  B233 1.395
235 F -4.120 -2.908 -2.046  B233 1.393
236 F -6.054 -1.882 -2.741  B233 1.388
237 F -4.302 -0.728 -1.973  B233 1.381